[1]
The following is a quantum chemistry calculation of a molecular structure, C25H17ClF6N3O2RhS, from the Open Molecules 2025 dataset.

**Charge**: 0
**HOMO-LUMO gap**: 6.18 eV
**Relative energy (zero: lowest compared OMol25 entry of this formula, charge and spin)**: 22.31 kcal per mole
**HOMO**: -7.08 eV

```
56
Properties=species:S:1:pos:R:3:forces:R:3
Rh 0.46882 -0.07977 0.05209 -0.207 0.335 -0.413
Cl 2.00981 6.51204 -2.14963 -0.004 -0.021 0.009
C 1.98375 4.93176 -1.42374 0.022 0.018 -0.019
C 3.16659 4.18523 -1.34928 -0.022 0.018 -0.002
C 3.16521 2.94248 -0.77387 -0.011 -0.034 0.002
C 1.98314 2.35062 -0.26340 -0.026 0.022 0.009
O 2.07701 1.16601 0.27706 -0.062 -0.120 0.017
C 0.79317 3.13477 -0.34080 0.076 0.001 -0.020
C -0.39985 2.72699 0.34638 -0.016 -0.159 0.108
N -0.63802 1.50386 0.65394 -0.046 -0.035 -0.227
C -1.54450 1.08346 1.65548 -0.073 0.107 0.097
C -2.72294 1.65890 2.04268 0.048 -0.018 -0.077
C -3.40776 1.13352 3.15527 -0.029 -0.006 0.040
C -2.89580 0.08988 3.88063 0.019 -0.019 0.011
C -1.67666 -0.51347 3.50174 -0.013 0.021 -0.025
C -1.01761 -1.56162 4.20639 -0.078 0.034 0.015
C 0.16358 -2.04677 3.75283 0.069 -0.066 -0.089
C 0.71167 -1.56071 2.53668 -0.091 0.211 0.118
N 0.12790 -0.57345 1.89522 0.222 -0.164 0.426
C -1.04488 -0.02898 2.35766 0.116 -0.086 -0.007
C 0.82655 4.42440 -0.90698 -0.026 -0.026 0.015
H 4.08257 4.60261 -1.74560 0.006 0.004 -0.001
H 4.07842 2.36743 -0.70013 0.006 -0.012 0.007
H -1.08089 3.50267 0.69566 0.009 -0.010 0.036
H -3.13661 2.49605 1.49717 0.002 0.025 -0.023
H -4.34897 1.57834 3.44661 -0.015 0.004 0.003
H -3.42041 -0.28389 4.74994 -0.011 -0.006 0.016
H -1.46658 -1.95439 5.10987 -0.004 -0.002 0.010
H 0.68617 -2.84365 4.25974 -0.003 -0.009 0.025
H 1.66728 -1.89738 2.17278 -0.016 -0.025 -0.034
H -0.08076 5.01431 -0.93209 -0.015 0.017 0.000
S 0.30026 -3.67993 0.73702 -0.010 0.034 -0.030
C 1.45517 -3.02139 -0.32934 0.035 -0.028 -0.031
C 2.27632 -3.91498 -1.07922 0.000 0.013 0.009
C 3.26230 -3.47271 -1.90936 -0.019 0.065 0.023
C 3.49001 -2.09106 -2.02490 -0.046 -0.047 0.043
C 2.67682 -1.25926 -1.31390 0.046 -0.039 -0.026
N 1.67071 -1.68304 -0.50608 -0.002 0.112 -0.051
H 2.08021 -4.96836 -0.94571 0.009 -0.014 -0.008
H 3.86599 -4.18075 -2.46268 0.009 -0.004 -0.007
H 4.26879 -1.68138 -2.65001 0.011 -0.004 -0.016
H 2.80819 -0.18675 -1.36285 -0.007 -0.012 0.000
C -2.32462 -2.41754 -1.94126 0.009 -0.011 0.018
C -1.76240 -1.03881 -1.58570 0.017 -0.138 0.076
O -1.20875 -1.09406 -0.33051 0.000 0.092 -0.034
C -2.92710 -0.01604 -1.61115 -0.146 0.016 0.007
F -2.49898 1.26326 -1.54456 0.032 -0.006 0.028
F -3.68728 -0.11202 -2.71696 0.033 0.018 0.070
F -3.73379 -0.21633 -0.56063 0.075 0.021 -0.072
C -0.72033 -0.63511 -2.64974 -0.063 0.077 -0.079
F 0.10828 -1.62578 -2.94553 0.026 0.018 -0.027
F -1.23684 -0.17289 -3.78491 0.056 0.000 0.055
F 0.08886 0.40182 -2.16190 0.116 -0.159 0.050
H -3.06656 -2.67013 -1.18603 -0.026 0.005 -0.026
H -1.51489 -3.13881 -1.86331 -0.011 -0.013 -0.002
H -2.77976 -2.44920 -2.93107 0.027 0.006 0.004
```
Positions in Å, forces in eV/Å.


[2]
The following is a quantum chemistry calculation of a molecular structure, C25H18BrIrN2O2PSeTe4 at a distorted geometry, from the Open Molecules 2025 dataset.

**Charge**: 0
**Multiplicity**: 6
**HOMO-LUMO gap (spin up / spin down)**: 6.32 / 4.87 eV
**Relative energy (zero: lowest compared OMol25 entry of this formula, charge and spin)**: 18.90 kcal per mole
**HOMO (spin up / spin down)**: -7.33 / -7.97 eV

```
55
Properties=species:S:1:pos:R:3:forces:R:3
Ir -1.04193 -1.08154 1.90665 0.611 -0.082 -0.228
Te -1.85326 -3.33172 0.69260 0.145 0.190 0.366
Te -4.46371 -2.63559 0.73810 -0.521 0.173 0.326
Te -4.80304 -1.96155 3.36898 0.673 0.132 0.282
Te -2.59325 -0.57036 4.08483 -0.140 -0.417 -0.660
Se -1.78154 -2.48477 -2.45929 1.556 -0.278 -0.317
C -3.47118 -2.17266 -2.15589 -1.713 0.115 0.733
N -4.54841 -2.02845 -1.72621 0.030 0.067 -0.965
C 0.65058 4.52566 1.98757 -0.032 0.062 0.002
C -0.66688 4.44205 1.57099 -0.006 0.159 0.055
C -1.14885 3.27593 1.00426 0.015 -0.218 -0.133
C -0.29756 2.18973 0.84064 0.025 -0.133 0.204
C 1.02602 2.27358 1.27073 -0.095 -0.066 -0.039
C 1.49888 3.43988 1.83552 0.090 0.054 0.039
P -0.84523 0.58527 0.19507 -0.167 0.087 -0.185
C 0.39752 0.25843 -1.10118 -0.050 -0.172 0.251
C 0.85829 1.26085 -1.95259 -0.107 -0.071 0.105
C 1.79933 0.96227 -2.92201 0.017 0.069 -0.076
C 2.31390 -0.32082 -3.02946 -0.017 -0.046 0.027
C 1.88245 -1.31444 -2.16644 0.083 -0.002 -0.077
C 0.92082 -1.02516 -1.21614 -0.060 0.041 0.202
C -2.42200 0.94669 -0.64426 0.025 -0.306 0.295
C -3.57045 0.82991 0.13734 0.208 0.045 0.133
C -4.82013 1.05524 -0.40653 -0.053 0.149 -0.083
C -4.92976 1.40508 -1.74258 -0.012 0.022 0.111
C -3.79295 1.52865 -2.52422 0.010 0.059 -0.081
C -2.54016 1.29450 -1.98430 0.112 -0.022 0.052
H 1.01661 5.43732 2.43367 0.047 0.105 0.034
H -1.32302 5.29185 1.68231 -0.069 0.079 0.036
H -2.17778 3.20765 0.68151 -0.074 0.035 -0.030
H 1.67461 1.41563 1.15534 0.112 -0.048 0.007
H 2.52711 3.50777 2.15640 0.099 -0.015 0.046
H 0.48318 2.26919 -1.85189 -0.013 0.118 -0.002
H 2.13716 1.73359 -3.59756 0.040 0.095 -0.032
H 3.05400 -0.54460 -3.78306 0.072 -0.004 -0.059
H 2.29152 -2.31184 -2.23246 0.016 -0.090 -0.003
H 0.56969 -1.80424 -0.55346 0.022 -0.049 -0.007
H -3.46580 0.57270 1.18714 -0.085 -0.050 -0.007
H -5.70209 0.95649 0.20907 -0.073 -0.025 0.034
H -5.90124 1.58133 -2.17573 -0.128 -0.002 -0.063
H -3.88329 1.81087 -3.56297 0.005 -0.026 -0.085
H -1.66003 1.37386 -2.60386 0.046 -0.028 -0.094
Br 6.30341 -0.43472 1.12586 -0.112 -0.163 0.054
C 5.13719 -1.93169 1.22400 0.002 0.092 -0.064
C 5.63546 -3.21363 1.02870 0.203 0.460 0.005
N 4.85812 -4.27759 1.03581 0.214 -0.592 -0.075
C 3.56131 -4.12460 1.22827 -0.430 0.237 0.062
C 2.97249 -2.88357 1.45450 0.020 0.100 0.051
C 3.78541 -1.75435 1.45523 0.085 -0.187 0.017
C 1.48202 -2.73953 1.63550 0.414 -0.875 -0.422
O 0.74599 -3.64589 1.22417 0.092 -0.241 -0.182
O 1.10957 -1.65541 2.15613 -1.035 1.361 0.424
H 6.69008 -3.38499 0.85600 0.070 0.096 -0.006
H 2.96036 -5.02227 1.20243 -0.150 -0.002 0.027
H 3.36047 -0.77603 1.62676 -0.016 0.008 -0.004
```
Positions in Å, forces in eV/Å.


[3]
The following is a quantum chemistry calculation of a molecular structure, C25H18ClIrN5O4S4 at a distorted geometry, from the Open Molecules 2025 dataset.

**Charge**: 0
**Multiplicity**: 6
**HOMO-LUMO gap (spin up / spin down)**: 6.55 / 4.54 eV
**HOMO (spin up / spin down)**: -6.53 / -8.16 eV

```
58
Properties=species:S:1:pos:R:3:forces:R:3
Ir -0.68370 -0.08696 -0.50711 0.423 -0.232 0.267
C -0.99695 -2.10583 4.74497 -0.003 -0.103 0.009
S 0.61041 -2.15142 3.92357 0.110 0.408 -0.161
C 0.23334 -1.29723 2.42638 -1.643 -0.907 0.155
S -1.27413 -1.52683 1.64099 0.915 0.145 0.387
N 1.15078 -0.51196 1.95124 0.969 0.615 -0.707
N 0.92238 0.08393 0.79253 0.019 -0.050 0.686
C 1.98238 0.92867 0.45311 0.265 0.266 -0.024
C 1.91867 1.71994 -0.68235 -0.232 -0.146 0.199
C 2.97675 2.57325 -1.07319 0.143 0.123 -0.026
C 2.84425 3.30958 -2.22071 0.090 0.059 -0.013
C 1.66764 3.21005 -2.96804 -0.027 -0.020 -0.024
C 0.66390 2.35589 -2.52824 0.124 -0.211 0.375
N 0.77766 1.61799 -1.42733 0.138 0.200 -0.365
H -0.79994 -2.37869 5.78075 -0.012 -0.010 -0.001
H -1.69174 -2.81848 4.30921 -0.009 0.010 -0.012
H -1.40911 -1.09944 4.70626 0.025 0.000 -0.038
H 2.84184 0.92709 1.10772 -0.056 -0.023 0.053
H 3.86866 2.62953 -0.46091 -0.048 -0.005 -0.021
H 3.64421 3.96593 -2.54153 -0.037 -0.020 0.004
H 1.52548 3.77123 -3.88066 -0.002 0.005 0.033
H -0.25986 2.27332 -3.07260 -0.151 -0.021 -0.060
S -2.33089 -2.50531 -0.81608 -0.039 -0.465 -0.718
C -0.79375 -2.71388 -1.50487 -0.250 -0.146 0.102
N 0.15401 -1.80898 -1.33243 0.397 0.251 -0.590
C 1.31307 -2.11591 -2.04449 -0.734 0.079 0.755
C 2.48824 -1.37326 -2.08527 0.334 0.158 -0.114
C 3.53792 -1.84634 -2.84296 -0.114 0.203 0.172
C 3.43642 -3.04928 -3.55362 -0.157 -0.168 -0.033
C 2.27784 -3.79799 -3.50857 0.172 -0.052 -0.125
C 1.21880 -3.31807 -2.74586 -0.320 -0.377 -0.092
S -0.34857 -4.02898 -2.52426 0.232 -0.117 -0.127
H 2.56850 -0.44491 -1.54080 -0.015 -0.043 -0.017
H 4.45548 -1.27444 -2.88982 -0.015 -0.015 -0.005
H 4.27383 -3.39738 -4.14483 -0.024 0.015 0.023
H 2.19183 -4.72915 -4.05411 0.007 0.040 0.021
O -2.24458 2.75672 -1.67142 0.116 -0.131 -0.479
C -2.41741 2.48123 -0.51313 0.460 -0.615 0.818
N -1.72977 1.49655 0.25917 -1.098 1.058 -0.002
C -2.10543 1.66709 1.60141 0.025 0.305 -0.853
O -1.64251 1.10711 2.56005 0.284 -0.244 0.555
C -3.16928 2.71879 1.66690 0.078 -0.137 0.105
C -3.87715 3.20301 2.74540 -0.072 0.084 0.064
C -4.81787 4.19829 2.48911 0.018 -0.013 -0.019
C -5.01889 4.68248 1.19605 -0.015 -0.006 0.047
C -4.28457 4.18763 0.12246 -0.029 0.061 -0.019
C -3.36672 3.19561 0.39663 0.053 0.042 -0.224
H -3.70341 2.82294 3.74440 -0.008 0.011 -0.032
H -5.40150 4.60614 3.30530 0.005 -0.004 -0.027
H -5.75679 5.45739 1.02715 0.018 -0.020 0.024
H -4.42311 4.56246 -0.88467 0.019 -0.031 0.047
Cl -1.78613 1.40782 -5.71721 -0.009 -0.108 0.122
C -2.47105 0.49811 -4.34336 0.009 0.052 -0.125
C -1.39855 0.00015 -3.38604 -0.145 -0.155 0.259
O -0.30807 -0.37828 -3.75332 0.080 0.067 -0.025
O -1.84849 0.00090 -2.15383 -0.210 0.296 -0.227
H -2.99960 -0.36077 -4.74970 -0.041 -0.030 -0.028
H -3.16428 1.14467 -3.82137 -0.015 0.074 0.048
```
Positions in Å, forces in eV/Å.


[4]
The following is a quantum chemistry calculation of a molecular structure, C25H18N3O2Pd, from the Open Molecules 2025 dataset.

**Charge**: +1
**HOMO-LUMO gap**: 6.02 eV
**HOMO**: -11.16 eV

```
49
Properties=species:S:1:pos:R:3:forces:R:3
Pd -0.60202 0.53661 -0.05171 -0.023 0.071 0.147
O -1.80879 -1.65806 0.34728 0.222 -0.037 0.064
C -1.92191 -2.80179 0.77095 -0.107 -0.111 -0.052
C -3.22514 -3.45991 0.82873 0.062 0.087 -0.023
C -3.35455 -4.71098 1.29237 0.071 -0.124 0.056
C -2.21693 -5.49090 1.76054 -0.098 0.083 -0.037
C -0.98612 -4.97207 1.72821 0.055 0.190 -0.063
C -0.75448 -3.61455 1.23553 -0.029 -0.247 0.068
C 0.50381 -3.15527 1.19938 0.017 0.574 -0.121
N 0.83891 -1.83806 0.76873 0.022 -0.953 0.258
N 2.06913 -1.70965 0.78071 0.064 0.631 -0.199
C 2.43204 -0.33429 0.39955 -0.082 -0.221 0.319
O 1.58359 0.53807 0.30996 -0.009 -0.310 -0.271
C 3.86653 -0.13939 0.23148 -0.031 0.054 0.002
C 4.35218 1.10234 -0.19545 0.024 -0.013 0.017
C 5.70769 1.29187 -0.36322 -0.021 0.002 0.001
C 6.59019 0.24879 -0.09882 0.043 -0.003 -0.013
C 6.12005 -0.98328 0.33031 -0.043 0.001 -0.001
C 4.76043 -1.18422 0.49508 0.024 0.004 -0.031
H -4.07562 -2.89401 0.47386 -0.001 -0.007 0.001
H -4.33308 -5.17343 1.32324 -0.006 0.015 -0.006
H -2.38915 -6.49150 2.13083 0.011 -0.004 -0.006
H -0.12623 -5.53475 2.06811 -0.008 -0.011 -0.002
H 1.34734 -3.76009 1.51587 -0.013 -0.045 0.009
H 3.66582 1.91097 -0.39265 -0.024 0.000 0.004
H 6.08254 2.24875 -0.69902 0.005 -0.001 0.007
H 7.65344 0.40133 -0.23019 -0.001 0.001 0.005
H 6.81091 -1.78867 0.53693 0.008 0.005 -0.002
H 4.38988 -2.14070 0.82856 0.003 0.003 0.006
C -4.96327 0.83065 -0.32844 -0.064 0.041 -0.025
C -5.12433 2.09767 -0.86339 -0.001 -0.021 0.010
C -3.99740 2.85005 -1.11716 0.038 -0.039 0.027
C -2.73958 2.32634 -0.84428 0.042 0.022 -0.020
N -2.58087 1.07483 -0.34882 -0.358 0.332 -0.160
C -3.68914 0.36387 -0.09189 0.162 -0.115 0.118
C -1.48855 3.04906 -1.04642 -0.093 -0.112 0.045
C -1.42458 4.34570 -1.54966 -0.032 -0.024 -0.002
C -0.20387 4.96889 -1.72342 0.024 -0.071 0.027
C 0.95127 4.28033 -1.39011 0.013 0.081 -0.024
C 0.89384 2.99024 -0.87916 -0.067 -0.149 0.065
C -0.32692 2.35314 -0.69319 0.147 0.458 -0.220
H -5.80966 0.20081 -0.09629 0.005 0.000 0.006
H -6.10886 2.49449 -1.07140 0.001 -0.004 0.002
H -4.08485 3.84590 -1.52232 0.009 0.012 -0.002
H -3.53115 -0.61626 0.31844 0.025 0.036 -0.024
H -2.33078 4.87472 -1.81079 -0.009 -0.001 -0.006
H -0.15561 5.97559 -2.11433 0.011 -0.001 -0.002
H 1.91825 4.74866 -1.52365 -0.006 0.005 0.002
H 1.81560 2.50215 -0.62890 0.016 -0.085 0.045
```
Positions in Å, forces in eV/Å.


| no. | calculated total energy (eV) |
| --- | --- |
| 1 | -77438.487 |
| 2 | -209980.934 |
| 3 | -100557.801 |
| 4 | -38254.190 |